The following is a quantum chemistry calculation of one molecule with the formula C3H7O in a non-equilibrium geometry, from the Open Molecules 2025 dataset.

⟨S²⟩ ... 0.751
Highest occupied orbital energy (alpha / beta) ... -4.12 / -10.52 eV
Orbital gap (alpha / beta) ... 5.11 / 11.15 eV
E_LUMO (alpha / beta) ... 0.98 / 0.63 eV

```
! RIJCOSX wB97M-V def2-TZVPD def2/J DEFGRID3
* xyz 0 2
C -1.286 -0.354 -0.287
C 0.120 -0.078 0.012
C 1.323 -0.397 -0.498
H -1.876 0.467 -0.742
H -1.306 -1.149 -1.044
H -1.851 -0.739 0.578
H -0.225 1.574 1.019
H 2.271 0.009 -0.090
H 1.366 -1.026 -1.380
O 0.261 0.730 1.161
H 1.205 0.962 1.272
*
```